{
  "formula": "CH3BrOS",
  "method": "ωB97M-V with the def2-TZVPD basis set",
  "elements": ["C", "O", "S", "Br", "H", "H", "H"],
  "xyz": [[-0.91, -0.07, 0.06], [0.11, 0.75, 0.52], [1.49, 1.08, -0.31], [3.16, -0.78, 0.02], [-1.56, -0.28, 0.85], [-0.75, -1.04, -0.33], [-1.55, 0.34, -0.81]],
  "lowdin_charge": [-0.200, -0.639, 0.564, 0.018, 0.066, 0.069, 0.121],
  "smiles": "COSBr",
  "orbital_gap_ev": 7.835,
  "relative_energy_kj_mol": 106.6,
  "total_charge": 0,
  "energy_ha": -3087.27250,
  "e_homo_ev": -9.5,
  "lumo_ha": -0.0613
}

---

{
  "formula": "CH3BrP2",
  "method": "ωB97M-V with the def2-TZVPD basis set",
  "elements": ["P", "C", "P", "Br", "H", "H", "H"],
  "xyz": [[-0.15, -1.21, 0.16], [1.33, -0.14, 0.19], [2.77, -0.82, -0.43], [5.00, -0.06, 0.15], [-1.11, -0.04, 0.05], [-0.38, -1.41, -1.31], [1.38, 0.89, 0.66]],
  "lowdin_charge": [0.639, -0.926, 0.473, -0.041, -0.077, -0.088, 0.022],
  "smiles": "P/C=P/Br",
  "orbital_gap_ev": 8.128,
  "relative_energy_kj_mol": 55.6,
  "total_charge": 0,
  "energy_ha": -3296.55161,
  "e_homo_ev": -9.2,
  "lumo_ha": -0.0405
}